{"formula": "C12H13F5MgN2O2", "method": "ωB97M-V/def2-TZVPD", "symbols": ["Mg", "C", "C", "O", "N", "C", "C", "C", "C", "C", "C", "N", "H", "H", "H", "H", "H", "H", "H", "H", "H", "H", "C", "C", "O", "H", "H", "H", "F", "C", "F", "C", "F", "F", "F"], "positions_angstrom": [[-0.072, 0.143, 0.248], [2.424, 2.737, -2.119], [1.191, 1.903, -1.890], [0.797, 1.629, -0.754], [0.533, 1.504, -2.989], [-0.666, 0.669, -2.935], [-0.306, -0.791, -2.773], [-0.271, -1.652, -3.858], [0.132, -2.966, -3.664], [0.486, -3.376, -2.391], [0.418, -2.459, -1.353], [0.030, -1.195, -1.543], [3.018, 2.747, -1.211], [2.127, 3.762, -2.347], [3.018, 2.347, -2.944], [0.915, 1.729, -3.890], [-1.234, 0.822, -3.848], [-1.269, 0.985, -2.084], [-0.564, -1.301, -4.840], [0.168, -3.655, -4.498], [0.811, -4.389, -2.199], [0.692, -2.718, -0.335], [1.696, -0.134, 3.030], [1.159, -0.702, 1.724], [1.438, -1.883, 1.473], [2.120, -0.927, 3.653], [0.899, 0.388, 3.563], [2.473, 0.602, 2.801], [-3.017, -0.203, -0.346], [-2.137, 0.723, 0.220], [-2.624, 1.953, -0.189], [-2.345, 0.651, 1.714], [-1.427, 1.466, 2.305], [-3.541, 0.991, 2.211], [-2.077, -0.610, 2.127]], "fmax_ev_per_a": 0.796, "de_lowest_kcal_mol": 6.4}